No. 1
97
Properties=species:S:1:pos:R:3 method="wB97M-V/def2-TZVPD" e_tot_ha=-2350.73257 e_homo_ev="-2.583 / -2.582" charge=-1 max_force_ev_per_a=8.92
Ba 0.0000 0.0000 0.0000
C -3.1675 2.1678 -5.3551
C -2.6069 0.7802 -5.6592
C -1.5566 0.3848 -4.6525
C -0.2463 0.1135 -4.8638
C 0.4943 0.1749 -6.1937
C 0.9428 -1.2164 -6.6358
C 0.4065 -0.1787 -3.5666
N -0.4336 1.0155 -2.7249
C -1.7726 0.1495 -3.2057
C -3.0094 -0.0397 -2.6399
C -3.3446 -0.6587 -1.3037
C -4.5760 -1.0540 -0.9145
C -5.8766 -0.8750 -1.6947
C -6.8833 0.0023 -0.9588
C -4.4142 -1.7897 0.3832
C -3.0955 -1.7731 0.6855
C -2.4468 -2.5617 1.8029
C -1.1282 -2.8348 2.0272
N 0.2230 -1.8578 2.2839
C 1.0232 -3.0880 1.5323
C 2.3558 -2.9742 0.8113
C 2.6440 -2.3608 -0.3742
N 1.7398 -1.6100 -1.1446
C 2.4065 -1.2136 -2.3291
C 1.8192 -0.5610 -3.3676
C 3.8012 -1.7217 -2.2800
C 3.9414 -2.4190 -1.1075
C 5.1426 -3.1911 -0.5879
C 4.9221 -4.6986 -0.7260
C 4.7449 -1.4773 -3.4549
C 6.1533 -2.0547 -3.4228
C 0.6661 -4.1224 2.5841
C -0.6406 -3.9135 2.8994
C -1.4520 -4.6491 3.9516
C -1.8668 -6.0478 3.4974
C 1.5021 -5.1657 3.3243
C 2.9778 -5.2872 2.9834
N -2.4077 -1.0725 -0.3181
C -5.5044 -2.5237 1.1525
C -6.0009 -3.7620 0.4079
H -3.9438 2.4282 -6.1051
H -2.3552 2.9241 -5.4078
H -3.6281 2.2086 -4.3472
H -2.2121 0.8050 -6.6907
H -3.4247 0.0270 -5.6457
H 1.3677 0.8531 -6.0911
H -0.1365 0.5827 -7.0026
H 1.6195 -1.6898 -5.8977
H 1.4820 -1.1402 -7.6032
H 0.0568 -1.8720 -6.7751
H -3.8279 0.1499 -3.3043
H -6.3223 -1.8583 -1.9262
H -5.7140 -0.3884 -2.6693
H -7.1977 -0.4408 0.0006
H -7.7924 0.1208 -1.5861
H -6.4482 1.0068 -0.7717
H -3.1249 -3.1063 2.4300
H 3.1693 -3.5214 1.2279
H 2.4523 -0.3784 -4.2382
H 5.3235 -2.9081 0.4702
H 6.0733 -2.9613 -1.1104
H 4.0178 -5.0410 -0.1895
H 5.7997 -5.2431 -0.3183
H 4.8081 -4.9653 -1.7986
H 4.8413 -0.3790 -3.5956
H 4.2552 -1.9009 -4.3591
H 6.7466 -1.5899 -2.6093
H 6.6654 -1.8106 -4.3775
H 6.1189 -3.1615 -3.3365
H -2.3862 -4.0972 4.1688
H -0.8931 -4.6832 4.9105
H -2.4704 -5.9782 2.5671
H -2.4892 -6.5195 4.2865
H -1.0028 -6.7082 3.3107
H 1.0641 -6.1633 3.1465
H 1.4455 -4.9420 4.4111
H 3.1041 -5.5961 1.9268
H 3.4302 -6.0820 3.6142
H 3.5103 -4.3411 3.2135
H -6.3397 -1.8406 1.3857
H -5.1521 -2.8781 2.1349
H -6.4641 -3.5108 -0.5605
H -6.7658 -4.2816 1.0226
H -5.1556 -4.4620 0.2325
Cl 3.2104 5.3177 1.4314
C 3.3351 3.6014 1.0814
C 4.6617 2.9514 1.0721
C 4.7511 1.6410 0.8044
C 3.5169 0.8756 0.5239
N 2.3649 1.4668 0.5375
C 2.2419 2.8614 0.8199
H 5.5520 3.5357 1.2813
H 5.7130 1.1395 0.7914
H 3.5859 -0.1837 0.3071
H 1.2574 3.3179 0.8212
H -1.4093 1.8223 1.2282


No. 2
58
Properties=species:S:1:pos:R:3 method="wB97M-V/def2-TZVPD" e_tot_ha=-13292.97855 e_homo_ev=-4.197 charge=-1 max_force_ev_per_a=2.95
Ba -1.4707 1.9007 0.4496
Se 1.0062 2.8497 -1.5093
Se -0.8636 3.2784 -2.8248
Se -1.6633 5.2268 -1.7712
Se -3.3378 4.5856 -0.4063
C 0.0587 5.0713 2.1232
C 1.0728 3.9681 2.0009
N 0.7116 2.7108 2.1259
C 1.7831 1.8484 1.8889
C 2.9811 2.4864 1.6589
S 2.7342 4.1657 1.6655
C 1.6266 0.3809 1.9155
C 2.6619 -0.4812 2.0816
S 2.0601 -2.0956 1.9246
C 0.4823 -1.4790 1.6224
N 0.4046 -0.1965 1.5919
C -0.6995 -2.3805 1.4080
H -0.8901 4.8806 1.6123
H 0.4542 6.0184 1.7859
H -0.0962 5.2662 3.2132
H 3.9330 2.1398 1.4772
H 3.6692 -0.2854 2.4759
H -0.5272 -3.0150 0.5638
H -1.5032 -1.6580 1.1411
H -0.9767 -2.8837 2.3746
Cl -4.0172 -1.6780 3.2087
Si -2.6280 0.0236 3.5845
Cl -3.8856 0.7132 5.1538
Cl -1.4138 -1.1657 4.9176
N 7.1716 -3.4431 -1.0894
C 6.0429 -3.3079 -1.3500
C 4.6935 -2.9349 -1.6839
C 3.6784 -3.8863 -1.8299
C 2.3322 -3.4993 -1.9863
C 2.1017 -2.1312 -1.9887
C 3.1303 -1.1533 -1.9824
C 4.4461 -1.5669 -1.7891
N 0.6926 -1.7097 -1.9209
C -0.4765 -2.3737 -2.1744
C -1.5026 -1.5169 -2.0236
N -0.9529 -0.2577 -1.7105
C 0.3205 -0.4696 -1.5925
H 3.9395 -4.9619 -1.8472
H 1.5728 -4.2830 -2.0075
H 2.8501 -0.0913 -2.0711
H 5.2241 -0.8284 -1.6582
H -0.4370 -3.3077 -2.6006
H -2.5419 -1.6276 -2.1895
H 0.9806 0.2973 -1.2600
N -4.7909 1.5020 -1.2347
C -5.6322 0.6861 -1.8566
C -5.4081 -0.6120 -1.3479
C -4.3910 -0.4397 -0.4779
N -3.9538 0.8208 -0.4223
H -4.5438 2.4845 -1.3923
H -6.3042 1.1413 -2.5640
H -5.9422 -1.5042 -1.5837
H -3.9665 -1.2218 0.1811


No. 3
56
Properties=species:S:1:pos:R:3 method="wB97M-V/def2-TZVPD" e_tot_ha=-1672.23069 e_homo_ev=-8.075 max_force_ev_per_a=1.62 smiles="Cc1cc(C)nc(N2CCN(C(=O)CCC(=O)Nc3nnc(C(C)C)s3)CC2)n1"
C -2.3040 -6.0654 5.1218
C -1.4062 -5.8864 3.9386
N -1.6028 -4.8092 3.1940
C -0.8041 -4.6412 2.1342
N 0.1841 -5.4660 1.7736
C 0.3802 -6.5426 2.5187
C -0.4070 -6.8051 3.6354
H -0.2459 -7.6806 4.2430
C 1.4881 -7.4593 2.1073
H 1.9861 -7.0620 1.2280
H 2.2087 -7.5634 2.9165
H 1.0896 -8.4468 1.8810
N -1.0462 -3.5737 1.3379
C -1.9355 -2.5212 1.7591
H -2.5683 -2.9078 2.5572
H -2.5517 -2.2220 0.9041
C -1.1191 -1.3148 2.2508
N -0.2044 -0.9006 1.2128
C -0.1723 0.2921 0.5803
O 0.6164 0.5194 -0.3208
C -1.1510 1.3577 1.0606
H -2.1795 1.0355 0.8938
C -0.8681 2.6442 0.2879
C 0.5646 3.0360 0.5348
O 1.1482 2.8587 1.5770
N 1.2409 3.6657 -0.4959
C 0.8236 4.0289 -1.7353
N -0.3841 4.0381 -2.1848
N -0.4879 4.4740 -3.4337
C 0.6115 4.8211 -3.9840
C 0.7600 5.3785 -5.3551
C 1.1560 6.8561 -5.2625
H 2.0881 6.9712 -4.7130
H 1.2876 7.2680 -6.2597
H 0.3780 7.4200 -4.7526
C -0.5362 5.2047 -6.1413
H -0.8039 4.1540 -6.2047
H -0.4166 5.6012 -7.1464
H -1.3457 5.7312 -5.6443
H 1.5686 4.8338 -5.8573
S 2.0047 4.6147 -2.9149
H 2.2242 3.8128 -0.2975
H -1.0337 2.5028 -0.7780
H -1.5152 3.4526 0.6325
H -0.9889 1.5325 2.1255
C 0.6966 -1.9600 0.8009
H 1.3308 -1.5684 0.0050
C -0.1090 -3.1705 0.3168
H 0.5499 -4.0115 0.1056
H -0.6696 -2.9012 -0.5846
H 1.3181 -2.2531 1.6543
H -1.7850 -0.5043 2.5354
H -0.5383 -1.6192 3.1302
H -2.8620 -6.9955 5.0287
H -2.9992 -5.2336 5.1851
H -1.7144 -6.1154 6.0356


No. 4
12
Properties=species:S:1:pos:R:3 method="wB97M-V/def2-TZVPD" e_tot_ha=-269.24689 e_homo_ev=-9.913 max_force_ev_per_a=0.98 smiles=C#C[C@@H]1O[C@@H]1C
C -0.1905 -1.4925 -0.4086
C 0.6197 -0.3125 -0.9341
O -0.0776 0.8410 -1.3595
C 0.7013 0.9535 -0.1761
C -0.0823 1.1846 1.0201
C -0.7352 1.4079 2.0058
H -1.0488 -1.1308 0.1665
H 0.3913 -2.1569 0.2479
H -0.5578 -2.0913 -1.2466
H 1.4511 -0.5311 -1.5913
H 1.6275 1.5276 -0.2371
H -1.3057 1.6076 2.8841


No. 5
62
Properties=species:S:1:pos:R:3 method="wB97M-V/def2-TZVPD" e_tot_ha=-1306.89346 e_homo_ev=-10.324 max_force_ev_per_a=9.39
C 4.3025 1.1665 -1.6793
C 3.5285 0.5618 -0.6208
C 2.0205 0.7594 -0.9314
C 0.9830 -0.0236 0.0929
C 1.4203 -0.4207 1.5938
C -0.2495 0.8603 0.0652
H 5.3074 1.0475 -1.3726
H 4.3089 0.8384 -2.7455
H 4.1632 2.2323 -1.9059
H 3.9160 0.9199 0.4106
H 3.6174 -0.4838 -0.3455
H 1.9207 0.4736 -1.9997
H 1.7147 1.8376 -0.8131
H 0.7667 -0.9045 -0.4634
H 0.3512 -0.6750 1.9070
H 1.7674 0.4955 2.0767
H 1.7327 -1.4235 1.7018
H -0.1721 1.9048 0.2248
H -0.7921 0.8614 -0.9582
H -0.9156 0.6088 0.7513
H -0.2740 -0.8520 -3.1912
H 0.4897 -1.6946 -2.2552
O -0.2716 -1.7219 -2.7608
H 1.0457 0.1880 4.0272
H 0.5706 -0.4488 5.3985
O 1.2849 -0.2355 4.8377
H -2.9440 -2.1330 -0.2200
H -2.2940 -0.4069 -0.2596
O -2.3910 -1.2763 -0.6535
H 2.1830 -2.5367 -0.5210
H 2.3120 -4.0433 -1.0371
O 2.5998 -3.3900 -0.3716
H -0.8609 -3.0194 -0.2793
H 0.2970 -3.7682 -0.0230
O 0.0016 -3.1596 -0.5228
H 2.2307 0.4002 -4.9803
H 1.7626 1.7449 -4.6996
O 1.4687 0.9279 -4.7284
H -1.2805 1.7330 2.6047
H -2.4982 1.7991 1.8153
O -2.0941 2.1202 2.6274
H -2.0783 -1.1454 -3.5136
H -3.2172 -0.0157 -3.6392
O -2.6244 -0.6609 -4.0112
H -2.0397 -1.7540 2.2013
H -3.0508 -1.0944 1.6303
O -2.1881 -0.9432 1.8516
H -4.4319 0.1018 0.5204
H -4.8448 1.0395 1.6505
O -4.7906 0.0839 1.4448
H -4.6387 1.3933 -0.8689
H -3.5474 2.1540 -0.0086
O -3.8121 1.3254 -0.3102
H 0.2675 2.9237 2.4299
H 0.8761 3.4228 3.6679
O 1.0888 2.7454 2.9967
H 1.6012 -4.2975 0.8119
H 1.1960 -4.8964 2.1206
O 0.9624 -4.9410 1.1742
H -2.0307 3.8698 -0.2739
H -1.7465 5.0658 0.6335
O -1.9807 4.7595 -0.3040


No. 6
77
Properties=species:S:1:pos:R:3 method="wB97M-V/def2-TZVPD" e_tot_ha=-2703.16967 e_homo_ev=-5.484 charge=-1 max_force_ev_per_a=1.03
N 1.5107 -5.6793 2.6091
P 0.4424 -5.0793 1.6591
O -0.0788 -6.1382 0.5374
O -0.9253 -4.6516 2.4514
B 1.1113 -3.5357 0.6727
O 0.2745 -3.1545 -0.5026
C -1.0553 -3.1742 -0.3855
O -1.7276 -4.1125 -0.7422
C -1.7239 -1.9488 0.1565
C -2.2192 -1.0135 -0.7470
C -2.8666 0.1299 -0.2883
C -3.0294 0.3385 1.0775
C -2.5340 -0.6002 1.9770
C -1.8832 -1.7407 1.5248
S 1.4544 -1.9944 1.8323
O 1.1704 -2.2380 3.2303
O 0.9885 -0.7436 1.2569
C 3.3240 -1.7773 1.8146
F 3.6496 -1.0360 2.8957
F 3.9344 -2.9710 1.9207
C 3.8693 -1.0643 0.5389
F 5.1109 -1.5010 0.2620
F 3.1119 -1.3154 -0.5339
F 3.9408 0.2609 0.7094
H 1.7150 -6.6510 2.4147
H -1.0159 -6.0411 0.3402
H -1.7413 -4.8427 1.9775
H 2.2010 -3.8546 0.2938
H -2.0978 -1.1653 -1.8086
H -3.2398 0.8511 -1.0022
H -3.5230 1.2260 1.4495
H -2.6369 -0.4667 3.0451
H -1.4873 -2.4468 2.2413
C -0.4971 2.0506 4.0968
C -0.7342 3.3255 3.3058
N -2.1401 3.6899 3.2214
C -2.4163 4.7104 2.2306
C -1.8212 6.1097 2.4403
C -2.8276 3.8252 4.4912
C -2.2734 4.8315 5.5100
H -1.1016 1.2363 3.6990
H 0.5480 1.7521 4.0199
H -0.7254 2.1666 5.1580
H -0.3801 3.1678 2.2840
H -0.1111 4.1313 3.7291
H -3.5024 4.7972 2.1288
H -2.0588 4.3272 1.2698
H -2.3304 6.6587 3.2322
H -1.9263 6.6927 1.5227
H -0.7587 6.0652 2.6807
H -2.8505 2.8415 4.9656
H -3.8734 4.0629 4.2775
H -1.1912 4.7449 5.6135
H -2.7116 4.6376 6.4913
H -2.5089 5.8624 5.2474
C 2.3774 0.5002 -7.2672
C 2.1520 0.4830 -5.7621
N 0.9130 -0.1652 -5.3824
C 0.5415 0.0645 -3.9933
C 1.4545 -0.4933 -2.8982
C 0.7448 -1.5251 -5.8649
C 1.8096 -2.5631 -5.4854
H 1.5164 0.9312 -7.7805
H 3.2554 1.1042 -7.5018
H 2.5524 -0.4988 -7.6680
H 2.0977 1.5148 -5.4042
H 3.0367 0.0370 -5.2788
H -0.4682 -0.3269 -3.8538
H 0.4576 1.1485 -3.8594
H 1.3738 -1.5748 -2.8025
H 1.1737 -0.0758 -1.9296
H 2.5006 -0.2378 -3.0745
H 0.6755 -1.4895 -6.9561
H -0.2351 -1.8730 -5.5291
H 2.8203 -2.1790 -5.6330
H 1.7000 -3.4467 -6.1180
H 1.7193 -2.8909 -4.4516


No. 7
8
Properties=species:S:1:pos:R:3 method="wB97M-V/def2-TZVPD" e_tot_ha=-551.70965 e_homo_ev=-3.304 charge=-1 max_force_ev_per_a=3.21
S -0.2935 -1.1470 0.1784
H 0.2298 -1.6734 1.3402
H 2.6733 0.0701 -1.5798
H 1.1901 -0.6612 -1.4520
O 2.0283 -0.4740 -1.9560
H -2.0956 0.5430 0.8630
H -1.4355 1.9156 1.3072
O -2.2969 1.4268 1.2990


No. 8
19
Properties=species:S:1:pos:R:3 method="wB97M-V/def2-TZVPD" e_tot_ha=-323.59307 e_homo_ev=-12.985 charge=+1 max_force_ev_per_a=4.92
C 2.0535 -0.0957 0.0472
C 2.5198 0.4298 -1.3083
C -3.1253 -0.0984 0.8716
C -1.8944 -0.0559 0.0789
N -0.6929 0.1563 0.5791
N -2.0209 -0.4353 -1.2473
N 2.9654 -0.0681 0.9661
H 0.9914 -0.2845 0.2547
H 1.8719 1.2518 -1.5503
H 2.2825 -0.3630 -1.9626
H 3.5115 0.5481 -1.2309
H -3.3222 0.7254 1.4843
H -4.0067 -0.4211 0.2578
H -2.8970 -0.9116 1.6395
H -0.8188 0.0974 1.5786
H 2.6071 -0.0759 2.0366
H -2.8383 -0.1932 -1.7182
H -1.1167 -0.4246 -1.6221
H 3.9301 0.2185 0.8453